[1]
21
Properties=species:S:1:pos:R:3 method="wB97M-V/def2-TZVPD" max_force_ev_per_a=4.07 total_energy_ev=-26862.479 orbital_gap_ev=8.35 homo_energy_ha=-0.3214
C 2.3153 1.4857 0.8059
C 0.0027 1.1978 -0.3655
C 1.1888 -0.7135 0.5518
C -0.1282 -1.3080 0.4954
C 0.9344 0.8021 0.7526
O -3.0604 -2.6685 -1.9485
O -0.6867 -1.7767 -0.4875
P -2.7680 -1.7392 -0.8818
I -3.3921 -3.0540 1.2795
H 3.0896 0.7925 1.1080
H 2.3369 2.2161 1.5772
H 2.5647 1.8817 -0.1794
H 0.3770 0.8938 -1.2694
H -0.1910 2.2851 -0.4646
H -0.9261 0.7510 -0.1498
H 1.8635 -1.0456 1.4812
H 1.7880 -1.0632 -0.2056
H -0.5411 -1.1078 1.4531
H -2.7271 0.5111 -2.9954
H 0.4130 1.0567 1.6752
H -2.4532 0.6028 -2.2322

***

[2]
149
Properties=species:S:1:pos:R:3 method="wB97M-V/def2-TZVPD" max_force_ev_per_a=3.43 spin_multiplicity=2 total_energy_ev=-66191.261 total_charge=-1 orbital_gap_ev="1.57 / 8.64" homo_energy_ha="0.0220 / -0.2383"
C 3.0292 6.0019 1.4795
C 3.6439 4.8830 2.3954
C 3.3825 3.5559 1.8523
C 4.1827 2.3846 2.6420
C 5.7014 2.2175 2.2249
C 6.3868 0.9406 2.7253
H 2.1711 5.6154 0.9297
H 3.7942 6.3204 0.7713
H 2.9286 6.9829 1.9439
H 4.7185 5.0503 2.4682
H 3.1827 5.0880 3.3615
H 3.6959 3.6830 0.8161
H 2.3007 3.4313 1.8041
H 4.2535 2.5409 3.7184
H 3.6483 1.4717 2.3791
H 5.6550 2.1207 1.1403
H 6.3306 3.0660 2.4940
H 7.3690 1.0549 2.2666
H 6.4807 0.9078 3.8107
H 5.9249 0.0556 2.2877
C 5.7393 -2.9516 -0.1425
C 5.2404 -3.2452 -1.5518
C 6.0959 -2.8405 -2.7869
C 5.5085 -3.0938 -4.1923
C 6.4186 -2.8015 -5.3715
C 6.5826 -1.3234 -5.6299
H 6.8240 -3.0457 -0.0902
H 5.2828 -3.5731 0.6279
H 5.6462 -1.9056 0.1497
H 4.9123 -4.2831 -1.6092
H 4.2727 -2.7959 -1.7750
H 7.1214 -3.2094 -2.7656
H 6.0524 -1.7538 -2.7148
H 5.1962 -4.1381 -4.1867
H 4.5780 -2.5744 -4.4214
H 7.4097 -3.2118 -5.1778
H 6.0332 -3.3920 -6.2027
H 5.7005 -0.9917 -6.1776
H 6.6102 -0.6949 -4.7397
H 7.4076 -1.0097 -6.2695
C -5.2775 0.0583 -1.1390
C -5.3320 0.7357 0.2386
C -4.1954 1.7672 0.4237
C -4.1824 2.8328 -0.7353
C -3.2493 4.0286 -0.5998
C -3.0965 4.8413 -1.8144
H -5.5261 -0.9983 -1.0403
H -4.2701 0.0403 -1.5551
H -5.9814 0.4578 -1.8691
H -6.2665 1.2398 0.4849
H -5.1925 -0.0491 0.9820
H -3.2027 1.3212 0.4848
H -4.5301 2.3267 1.2972
H -3.8810 2.3313 -1.6549
H -5.2051 3.1576 -0.9268
H -3.7470 4.6194 0.1692
H -2.2638 3.7128 -0.2578
H -2.2724 5.5521 -1.7528
H -2.8289 4.1918 -2.6479
H -4.0851 5.2544 -2.0148
C -1.0330 -2.7974 -2.9365
C -0.2467 -3.2427 -4.1975
C 1.1031 -3.9495 -3.8589
C 0.9743 -5.2688 -3.0568
C 1.8827 -6.3826 -3.6098
C 1.2715 -7.0155 -4.8449
H -1.6312 -3.6098 -2.5238
H -1.7460 -2.0747 -3.3335
H -0.3614 -2.3669 -2.1938
H -0.8248 -3.8539 -4.8906
H -0.1775 -2.2424 -4.6250
H 1.5983 -3.2450 -3.1906
H 1.7054 -3.9389 -4.7673
H 1.2781 -5.0788 -2.0274
H -0.0541 -5.6274 -3.0141
H 2.8960 -6.0662 -3.8573
H 1.9304 -7.0709 -2.7660
H 1.8488 -7.7980 -5.3373
H 0.2441 -7.2938 -4.6098
H 1.0741 -6.2242 -5.5680
C -9.0767 -2.1537 2.9094
C -7.9640 -2.6067 3.8860
C -6.9790 -1.5905 4.5967
C -5.7486 -1.0715 3.9758
C -4.4796 -1.1674 4.8756
C -3.3269 -0.3735 4.2702
H -8.8027 -1.3892 2.1824
H -9.9908 -1.7885 3.3778
H -9.4106 -3.0385 2.3675
H -8.3747 -3.3345 4.5858
H -7.3509 -3.2753 3.2818
H -6.7719 -1.9937 5.5880
H -7.6219 -0.7303 4.7833
H -5.5282 -1.6525 3.0803
H -5.8969 -0.0438 3.6443
H -4.7126 -0.6832 5.8239
H -4.0599 -2.1657 4.9998
H -2.4721 -0.2796 4.9400
H -3.0185 -0.8664 3.3483
H -3.6570 0.6288 3.9973
C 3.7045 1.0721 -1.8583
C 2.4346 0.3635 -2.3179
C 1.2320 1.2460 -2.7756
C -0.0939 0.4503 -3.2272
C -1.3058 1.3591 -3.6322
C -2.5387 0.5748 -4.0254
H 3.4882 1.5928 -0.9254
H 3.9711 1.7623 -2.6587
H 4.5467 0.3924 -1.7284
H 2.6791 -0.2910 -3.1545
H 2.1049 -0.2298 -1.4650
H 1.6504 1.9301 -3.5139
H 1.0289 1.8654 -1.9019
H 0.3317 -0.1139 -4.0570
H -0.4107 -0.2427 -2.4479
H -1.4203 2.0806 -2.8232
H -1.0051 1.9614 -4.4895
H -2.3201 -0.2856 -4.6579
H -3.1695 0.2304 -3.2059
H -3.1405 1.2728 -4.6076
C 2.4074 -1.4049 0.8613
C 0.9315 -1.1599 1.0300
O 0.4099 -0.0372 1.2116
N 0.1642 -2.2565 0.6833
C -1.2800 -2.1539 0.8199
H 2.6555 -2.0797 1.6806
H 3.0136 -0.4994 0.8366
H 2.4809 -1.9844 -0.0589
H 0.6284 -3.1293 0.4767
H -1.7052 -1.1520 0.7594
H -1.4934 -2.7583 1.7015
H -1.7674 -2.6698 -0.0074
C -0.1524 5.8899 5.9139
O -1.1958 5.2841 5.0383
P -1.2337 3.6290 4.8892
O -0.0405 2.8930 5.3748
O -2.6268 3.1995 5.5544
C -3.7594 3.9690 5.2292
O -1.5045 3.4027 3.3305
C -1.3071 2.1588 2.7106
H 0.3918 5.1929 6.5512
H -0.5391 6.6598 6.5816
H 0.6386 6.5191 5.5059
H -4.3694 3.5552 4.4261
H -3.6045 5.0294 5.0305
H -4.3337 4.1331 6.1409
H -2.2069 2.0109 2.1133
H -1.1622 1.2285 3.2598
H -0.5228 2.3025 1.9674

***

[3]
75
Properties=species:S:1:pos:R:3 method="wB97M-V/def2-TZVPD" max_force_ev_per_a=1.13 total_energy_ev=-210232.100 orbital_gap_ev="6.32 / 6.32" homo_energy_ha="-0.2471 / -0.2471"
W 0.3091 0.2417 -0.0584
O -0.4470 -5.4629 -2.5433
C -0.3453 -4.2368 -1.9918
C -1.1691 -3.7998 -0.9588
C -0.9717 -2.5251 -0.4632
N -0.0089 -1.7443 -0.9298
C 0.7432 -2.1325 -1.9591
C 0.6161 -3.3723 -2.5329
C 1.5872 -0.9930 -2.4808
O 2.2501 -1.0869 -3.4824
O 1.4348 0.0964 -1.7570
C -1.8659 -1.8018 0.5140
O -2.7680 -2.3701 1.0904
O -1.5695 -0.5424 0.5464
H -1.1497 -5.9652 -2.1143
H -1.9699 -4.3973 -0.5410
H 1.2226 -3.6516 -3.3820
C 3.8530 -1.6761 -0.7900
C 3.1951 -1.7652 0.5539
C 3.8406 -2.4392 1.5686
C 3.2972 -2.4249 2.8604
C 2.1530 -1.7287 3.1219
C 1.5216 -1.0549 2.0446
N 2.0260 -1.1274 0.7861
N 0.4783 -0.2366 2.0579
Si -0.5115 0.0266 3.4993
C -2.1373 0.8708 3.1723
C -0.9315 -1.6362 4.2561
C 0.4817 1.0755 4.7039
H 4.8988 -1.9630 -0.6981
H 3.8078 -0.6612 -1.1852
H 3.4004 -2.3459 -1.5196
H 4.7725 -2.9442 1.3613
H 3.8097 -2.9415 3.6630
H 1.7520 -1.6596 4.1205
H -2.5652 0.6284 2.2024
H -2.0638 1.9500 3.2810
H -2.8338 0.5053 3.9329
H -1.6116 -2.1605 3.5787
H -1.4663 -1.4736 5.1959
H -0.0887 -2.2949 4.4626
H 1.0075 1.8587 4.1510
H 1.2156 0.5125 5.2817
H -0.1870 1.5686 5.4131
C -1.3769 -0.2693 -3.3646
C -2.0241 0.7408 -2.4681
C -3.2872 1.2418 -2.8789
C -3.9037 2.2402 -2.1951
C -3.2616 2.7905 -1.0648
C -3.7302 3.8990 -0.3180
Br -5.3704 4.7275 -0.7783
C -2.9941 4.4042 0.7140
C -1.7858 3.7971 1.0898
Br -0.7459 4.5788 2.4521
C -1.3355 2.6540 0.4633
O -0.2486 2.0096 0.7932
C -2.0535 2.1942 -0.6753
N -1.4379 1.1828 -1.3695
H -1.8823 -0.2735 -4.3276
H -1.4530 -1.2759 -2.9546
H -0.3306 -0.0270 -3.5331
H -3.7364 0.8160 -3.7647
H -4.8613 2.6300 -2.5108
H -3.3314 5.2793 1.2509
I 1.4504 3.3981 -1.9982
C 2.8171 2.4754 -0.7420
C 4.1517 2.8304 -0.8909
C 5.0517 2.4142 0.0732
C 4.5846 1.7098 1.1720
C 3.2451 1.3708 1.2087
N 2.3808 1.6944 0.2402
H 4.4594 3.4399 -1.7269
H 6.1001 2.6674 -0.0173
H 5.2353 1.4118 1.9810
H 2.8410 0.8253 2.0470

***

[4]
44
Properties=species:S:1:pos:R:3 method="wB97M-V/def2-TZVPD" max_force_ev_per_a=8.30 total_energy_ev=-32841.916 orbital_gap_ev=8.58 homo_energy_ha=-0.3141
C 0.7054 1.9137 -3.0490
C 0.0934 1.0882 -1.7734
C -0.8225 1.9216 -0.6718
C -1.1029 0.6305 0.3524
O -2.2408 0.5325 1.0442
N 0.0980 -0.3316 0.2713
C 1.0735 0.2270 -0.7854
P 2.5089 1.0619 0.1465
O 2.1996 2.7243 0.5500
O 4.0591 0.8125 -0.6020
H -0.1911 2.4376 -3.6363
H 1.2738 1.2647 -3.8397
H 1.4446 2.7296 -2.6187
H -0.6592 0.2448 -2.1582
H -0.3020 2.8642 -0.1930
H -1.7985 2.4214 -1.1337
H -0.3282 -1.1198 -0.2808
H 1.4891 -0.6313 -1.4640
H 2.1817 3.3230 -0.2668
H 4.0218 1.0169 -1.5871
C -2.0846 -4.2634 -3.0920
C -0.6694 -3.8044 -2.7789
C -0.0763 -4.5882 -1.6191
O -0.6842 -2.4170 -2.4528
H -2.7459 -4.1089 -2.2321
H -2.5032 -3.6823 -3.9206
H -2.1049 -5.3238 -3.3623
H -0.0383 -3.9256 -3.6661
H -0.6664 -4.4452 -0.7068
H 0.9378 -4.2387 -1.3970
H -0.0363 -5.6583 -1.8452
H -1.2422 -2.2997 -1.6660
C 0.7664 2.6206 3.5285
C -0.4251 2.3972 4.4460
C -0.4054 1.0023 5.0505
O -1.6305 2.5744 3.7064
H 0.7561 1.9115 2.6932
H 0.7324 3.6242 3.0911
H 1.7097 2.5069 4.0718
H -0.4188 3.1453 5.2464
H -0.4572 0.2357 4.2691
H -1.2752 0.8515 5.6988
H 0.5028 0.8400 5.6393
H -1.6448 1.9143 2.9936